This record from OMol25 describes the molecule C27H34N4O2. The level of theory is the ωB97M-V functional and the def2-TZVPD basis.

Structure (XYZ):
```
67
Properties=species:S:1:pos:R:3:forces:R:3:mulliken_charge:R:1
C -7.239 -0.338 -1.427 0.053 0.023 0.029 -1.504
C -5.970 -0.244 -0.635 0.063 0.022 0.041 1.007
C -5.391 -1.385 -0.100 0.044 0.085 -0.005 -0.931
C -4.220 -1.348 0.642 0.035 0.053 -0.011 0.536
C -3.602 -0.114 0.850 -0.069 0.086 0.045 0.177
C -4.179 1.028 0.315 -0.036 -0.104 0.026 -0.829
C -5.353 0.990 -0.421 0.023 -0.028 0.016 0.925
C -5.942 2.251 -0.975 0.003 -0.075 0.004 -1.540
H -6.014 2.198 -2.061 -0.052 0.080 -0.087 0.319
H -6.948 2.409 -0.585 -0.091 0.089 -0.027 0.337
H -5.331 3.111 -0.711 0.004 0.075 -0.009 0.388
H -3.697 1.983 0.480 0.069 0.109 0.017 0.277
C -2.330 -0.010 1.648 0.014 -0.064 -0.008 -1.250
N -1.240 -0.750 1.031 0.071 0.211 0.067 0.610
C -0.071 -0.803 1.880 0.086 -0.246 0.060 -0.694
C 0.970 -1.744 1.284 0.017 0.335 0.018 -0.459
H 1.849 -1.785 1.930 0.038 -0.038 0.006 0.301
H 0.548 -2.748 1.212 0.038 -0.055 -0.011 0.254
C 1.356 -1.285 -0.126 -0.523 -0.117 0.243 0.150
N 2.285 -2.218 -0.720 0.815 0.112 -0.028 1.218
C 3.634 -2.261 -0.569 0.101 -0.526 -0.339 0.596
C 4.084 -3.383 -1.237 0.158 0.184 0.166 -0.854
C 2.918 -3.964 -1.748 -0.013 0.286 0.208 -0.460
N 1.849 -3.265 -1.428 -0.666 -0.381 -0.315 -1.435
H 2.822 -4.856 -2.333 -0.060 -0.185 -0.127 0.452
H 5.096 -3.713 -1.327 0.193 -0.012 0.008 0.501
N 4.315 -1.287 0.145 -0.630 0.163 0.064 0.195
C 5.666 -1.201 0.281 0.243 0.396 0.391 0.642
O 6.455 -2.009 -0.150 0.085 -0.179 -0.134 -0.627
C 6.089 0.046 1.053 -0.114 0.093 -0.259 -1.055
H 7.178 0.066 1.083 -0.075 -0.055 -0.021 0.404
C 5.573 1.331 0.404 0.434 0.031 0.013 -0.684
H 6.120 2.196 0.802 -0.086 -0.084 -0.087 0.489
H 5.725 1.285 -0.682 -0.030 0.058 0.097 0.508
O 4.195 1.461 0.705 -0.223 0.060 0.107 -0.331
C 3.485 2.489 0.145 -0.233 0.085 -0.035 0.469
C 2.138 2.554 0.502 0.181 -0.123 0.065 -0.206
C 1.324 3.534 -0.026 0.019 -0.038 0.020 -0.506
C 1.840 4.467 -0.911 -0.005 0.138 -0.101 -0.576
C 3.178 4.413 -1.253 -0.126 0.063 -0.007 -0.620
C 4.006 3.431 -0.731 0.279 -0.237 0.110 -0.417
H 5.047 3.415 -1.013 0.093 -0.032 -0.019 0.374
H 3.592 5.140 -1.935 0.034 0.054 -0.056 0.366
H 1.203 5.233 -1.327 -0.051 0.071 -0.038 0.395
H 0.282 3.572 0.256 -0.090 -0.014 0.036 0.433
H 1.754 1.829 1.204 -0.040 -0.072 0.064 0.453
H 5.710 -0.013 2.076 0.049 0.034 0.036 0.298
H 3.769 -0.518 0.513 0.173 -0.064 -0.048 0.070
C 0.089 -1.172 -0.970 0.065 0.278 0.084 -1.149
C -0.901 -0.238 -0.283 0.047 -0.201 -0.207 -0.278
H -0.469 0.779 -0.221 -0.071 0.036 0.020 0.005
H -1.819 -0.181 -0.871 0.106 0.069 -0.026 0.551
H -0.348 -2.164 -1.077 -0.011 0.034 -0.043 0.302
H 0.333 -0.794 -1.963 0.016 -0.036 -0.048 0.422
H 1.837 -0.299 -0.079 -0.027 -0.076 -0.045 -0.388
H 0.375 0.202 2.022 -0.057 -0.011 0.040 0.160
H -0.373 -1.173 2.864 0.028 0.081 -0.003 0.446
H -2.493 -0.439 2.642 0.057 0.072 0.016 0.445
H -2.066 1.056 1.780 -0.035 -0.060 0.043 0.368
C -3.643 -2.606 1.212 -0.017 -0.071 -0.036 -1.175
H -2.588 -2.680 0.961 0.015 -0.114 0.045 0.103
H -3.726 -2.598 2.299 0.035 -0.077 0.126 0.262
H -4.169 -3.478 0.833 -0.052 -0.081 0.027 0.423
H -5.872 -2.339 -0.266 -0.049 -0.118 -0.018 0.302
H -7.572 -1.370 -1.499 -0.055 -0.042 -0.029 0.384
H -7.093 0.051 -2.435 -0.077 0.021 -0.094 0.320
H -8.028 0.250 -0.958 -0.115 0.031 -0.035 0.332
```
Positions in Å, forces in eV/Å.

E = -38607.034 eV
E_HOMO = -8.29 eV
ΔE to the lowest compared entry with this formula, charge and spin = 34.82 kJ/mol

---

This record from OMol25 describes a structure of composition C27H35AlF5MgN4O7PSV at a distorted geometry. The level of theory is the ωB97M-V functional and the def2-TZVPD basis.

Structure (XYZ):
```
83
Properties=species:S:1:pos:R:3:forces:R:3:mulliken_charge:R:1
C -2.874 -1.978 2.160 -0.233 -0.316 0.468 -0.419
C -2.371 -3.501 2.329 -0.215 0.094 -1.087 -0.348
C -0.904 -3.777 1.729 -0.242 -0.104 -0.009 -0.520
C -0.773 -3.359 0.164 -0.086 -2.236 0.655 -0.313
N 0.538 -2.693 -0.099 -0.857 2.592 0.047 -0.348
C 0.504 -1.258 0.143 0.022 3.300 -0.087 -0.071
C 0.576 -0.606 1.583 -0.111 2.107 -2.086 -0.472
C 0.581 0.941 1.792 0.169 -1.212 -2.026 0.367
F 0.648 1.438 3.112 -0.093 -1.214 -3.140 -0.302
C 0.514 1.982 0.618 -0.286 -2.299 0.693 -0.014
P 0.576 3.852 0.910 -0.680 -0.620 -0.354 0.212
N 1.847 4.459 0.049 2.199 -0.690 0.351 -0.267
C 0.390 1.360 -0.832 0.132 0.964 0.777 0.676
N 0.277 2.230 -1.965 0.635 -5.754 2.354 -0.428
S 0.224 1.073 -3.236 -1.022 -1.472 2.720 0.394
N 0.285 -0.458 -2.463 0.436 3.348 2.468 -0.384
C 0.388 -0.220 -1.040 0.016 1.644 -0.442 0.162
H -2.333 -1.242 2.866 -1.183 -1.072 -1.172 0.014
H -2.763 -1.553 1.092 0.508 -0.569 1.145 -0.057
H -4.018 -1.984 2.383 1.524 0.246 0.260 0.496
H -2.462 -3.823 3.420 0.201 0.602 -1.510 0.345
H -3.119 -4.153 1.730 1.202 0.808 0.971 0.176
H -0.713 -4.910 1.829 -0.236 1.833 -0.183 0.359
H -0.059 -3.261 2.307 -1.479 -0.705 -0.721 0.249
H -1.686 -2.793 -0.230 1.287 -0.455 0.484 0.059
H -0.739 -4.363 -0.409 -0.058 1.754 0.727 0.387
H 0.911 -2.914 -1.037 -0.462 0.472 0.623 0.423
H 0.660 -1.279 2.497 -0.158 1.214 -1.405 0.378
H 0.861 4.172 2.292 -0.778 -0.658 -0.725 0.200
H -0.608 4.525 0.474 0.317 -0.621 0.352 0.201
H 2.523 4.898 0.713 -0.169 -0.371 -0.979 0.326
O 0.271 -1.163 -5.436 -3.696 -0.763 -1.304 -0.767
V -1.334 -1.475 -6.018 -0.208 0.596 0.085 1.599
O -2.938 -1.790 -6.601 3.800 0.298 1.308 -0.781
F 3.443 5.688 -1.126 -1.024 -0.400 0.779 -0.419
F -2.886 -0.498 4.857 0.398 -0.222 -0.095 -0.313
C -3.971 0.222 5.213 -1.029 0.668 0.359 0.344
C -4.039 1.564 4.871 0.191 -0.059 -0.170 -0.369
C -5.160 2.305 5.234 -0.109 -0.278 0.111 -0.411
C -6.193 1.698 5.944 -0.009 0.050 -0.018 -0.498
C -6.111 0.351 6.286 0.130 0.207 -0.166 -0.414
C -4.996 -0.393 5.914 0.136 -0.247 -0.063 -0.372
H -3.221 2.021 4.326 -0.004 -0.020 0.059 0.451
H -5.228 3.353 4.965 0.043 -0.110 0.043 0.367
H -7.064 2.278 6.231 0.115 -0.073 -0.019 0.393
H -6.914 -0.118 6.843 0.114 0.024 -0.062 0.384
H -4.919 -1.445 6.165 0.038 0.062 0.047 0.431
Mg -4.711 -1.684 0.216 0.014 0.085 -0.067 0.810
F -1.204 -3.977 -9.413 -0.278 -0.485 0.005 -0.252
C -2.034 -5.015 -9.330 -0.494 0.531 0.715 0.505
C -1.879 -6.087 -10.219 0.002 -0.800 -0.617 -0.287
C -2.739 -7.174 -10.134 0.197 0.187 -0.036 -0.476
C -3.751 -7.183 -9.175 -0.163 -0.559 -0.775 -0.046
C -3.899 -6.098 -8.291 -0.276 0.994 0.157 -0.771
C -3.031 -5.015 -8.370 0.165 0.343 0.227 -0.229
H -1.091 -6.058 -10.963 -0.024 0.034 0.048 0.450
H -2.623 -8.012 -10.812 -0.007 0.129 0.060 0.418
H -4.426 -8.030 -9.111 0.071 0.107 0.014 0.428
H -4.690 -6.105 -7.548 0.145 -0.040 -0.028 0.380
H -3.125 -4.173 -7.692 -0.042 0.057 -0.092 0.483
C 6.665 3.505 -0.314 -0.433 0.345 -0.343 -0.355
O 6.011 4.623 0.266 -0.060 -0.042 0.198 -0.430
H 7.386 3.107 0.405 0.055 -0.020 0.011 0.001
H 5.930 2.733 -0.554 0.225 -0.183 -0.048 0.239
H 7.192 3.815 -1.219 0.139 -0.267 0.042 0.281
H 5.379 4.958 -0.391 -0.106 0.152 0.178 0.271
O -5.829 -4.592 -10.180 -0.127 -0.601 0.488 -0.273
H -4.882 -4.747 -10.107 0.767 0.181 -0.193 0.396
C 6.692 5.511 3.216 0.132 0.895 0.632 -1.038
C 6.645 4.945 4.624 -0.556 0.752 -0.722 0.241
C 5.804 3.701 4.747 -0.333 -0.283 0.294 -0.120
O 5.357 3.761 6.089 0.226 0.071 -0.328 -0.344
C 5.351 5.080 6.443 -0.855 0.784 1.903 0.511
O 4.850 5.510 7.432 0.540 -0.499 -1.168 -0.440
O 5.992 5.843 5.505 0.281 -0.541 -0.104 -0.355
H 5.715 5.893 2.912 0.069 -0.415 -0.149 0.354
H 7.385 6.356 3.173 0.047 -0.138 -0.090 0.438
H 7.020 4.758 2.489 -0.536 0.362 -0.591 0.203
H 7.667 4.778 5.001 0.169 -0.049 0.317 0.271
H 6.383 2.786 4.575 -0.237 -0.302 0.238 0.239
H 4.932 3.697 4.086 0.195 0.069 -0.150 0.306
F -2.350 1.842 -3.144 0.962 -0.654 0.072 -0.638
Al 8.284 3.344 3.239 0.942 -0.545 -0.161 0.721
```
Positions in Å, forces in eV/Å.

E = -120244.205 eV
E_HOMO = -13.44 eV
Net charge = +3

---

This record from OMol25 describes a structure of composition C27H35AlN4O6Sb at a distorted geometry. The level of theory is the ωB97M-V functional and the def2-TZVPD basis.

Structure (XYZ):
```
74
Properties=species:S:1:pos:R:3:forces:R:3:mulliken_charge:R:1
O 3.321 -2.936 -3.959 0.971 0.623 0.529 -0.455
H 3.878 -2.963 -4.756 -0.397 -0.027 0.346 0.321
Al 2.507 -0.697 -1.082 -0.366 -1.100 1.969 -1.033
N 2.282 -1.156 0.777 -0.761 -1.918 0.735 1.080
N 1.551 -2.403 -1.187 -0.724 -0.930 0.974 1.470
N 2.172 1.169 -0.641 -0.968 3.491 -0.833 0.765
N 1.833 -0.029 -2.719 -1.648 2.641 -2.229 1.051
O 2.812 -0.414 1.729 0.612 1.006 0.387 -1.009
O 2.185 1.713 0.611 0.238 -0.160 -1.000 -0.555
O 1.332 -0.818 -3.731 0.776 0.692 0.511 -0.559
O 0.971 -2.884 -2.245 0.435 0.310 -0.362 -0.856
C 1.352 -3.073 -0.009 -0.155 0.354 -2.390 0.200
C 1.682 -2.316 1.123 1.418 2.395 0.140 0.204
C 1.837 2.007 -1.645 1.443 -0.708 4.676 0.572
C 1.645 1.309 -2.853 0.311 -4.158 -1.718 0.348
C 1.451 -2.660 2.545 0.075 -0.702 0.286 -1.272
H 0.678 -2.034 3.010 0.290 0.038 -0.240 0.020
H 2.375 -2.558 3.125 -0.171 0.127 -0.128 0.308
H 1.115 -3.699 2.620 0.064 0.212 0.047 0.408
C 0.760 -4.423 -0.055 -0.286 -0.369 0.345 -1.663
H 1.351 -5.065 -0.721 -0.201 0.168 0.030 0.355
H -0.264 -4.388 -0.448 0.193 -0.051 -0.001 0.277
H 0.743 -4.877 0.943 -0.033 0.114 -0.322 0.443
C 1.632 3.467 -1.460 0.096 0.412 -0.256 -1.474
C 1.191 1.951 -4.108 -0.429 -0.128 -0.169 -1.661
H 2.049 3.854 -0.526 -0.081 -0.402 -0.121 0.350
H 0.569 3.735 -1.482 0.022 -0.174 0.033 0.029
H 2.106 4.003 -2.291 -0.095 -0.121 0.062 0.531
H 0.862 1.179 -4.806 0.041 0.229 0.075 0.393
H 2.002 2.533 -4.574 -0.106 -0.186 0.239 0.366
H 0.367 2.651 -3.905 0.223 -0.202 -0.026 0.390
H 2.461 0.909 1.223 0.108 -0.300 0.126 0.537
H 1.174 -1.729 -3.277 0.062 -0.293 0.085 0.507
C 4.085 -2.219 -2.955 0.111 -1.258 -1.309 -0.276
H 3.764 -2.582 -1.971 0.068 0.105 -0.203 0.087
H 3.979 -1.136 -3.106 0.042 0.057 0.166 0.148
H 5.149 -2.481 -3.064 -0.249 0.297 0.303 0.513
O 4.588 -0.487 -0.404 -0.973 0.466 -0.893 -0.465
H 5.052 0.277 -0.796 -0.014 -0.380 0.326 0.362
H 4.411 -0.275 0.547 -0.168 -0.147 0.050 0.450
C -1.145 -0.480 5.252 -0.004 0.062 -0.224 -0.513
C -1.985 -1.257 4.448 0.234 0.031 -0.240 -0.673
C -1.958 -1.110 3.054 -0.049 0.150 0.324 -0.461
C -1.093 -0.180 2.463 -0.049 0.414 -0.376 0.180
C -0.208 0.550 3.262 -0.246 -0.055 0.491 0.248
C -0.261 0.426 4.659 0.050 -0.153 -0.200 -0.890
Sb -1.191 0.185 0.309 -0.498 -0.278 0.018 0.819
C -3.298 -0.364 0.202 0.678 0.219 -0.264 -0.116
C -3.636 -1.557 -0.445 -0.404 -0.027 0.269 -0.488
C -4.952 -2.033 -0.369 -0.010 0.267 0.099 -0.489
C -5.926 -1.299 0.326 0.375 -0.001 -0.067 -0.532
C -5.586 -0.082 0.929 0.282 0.006 -0.167 -0.630
C -4.268 0.398 0.855 -0.483 -0.315 0.076 -0.061
C -1.446 2.339 0.076 -0.092 -0.470 0.439 0.733
C -2.133 2.796 -1.055 0.071 0.422 0.074 -0.657
C -2.334 4.173 -1.241 0.096 -0.280 0.004 -0.601
C -1.851 5.084 -0.298 0.090 -0.010 0.049 -0.561
C -1.163 4.624 0.828 0.060 -0.292 -0.048 -0.611
C -0.957 3.248 1.015 -0.170 0.516 -0.215 -0.278
H -1.180 -0.582 6.339 0.007 0.058 -0.346 0.388
H -2.672 -1.975 4.901 0.226 0.222 -0.130 0.407
H -2.637 -1.710 2.445 0.147 0.238 0.141 0.399
H 0.520 1.229 2.816 -0.205 -0.138 0.126 0.154
H 0.392 1.044 5.278 -0.159 -0.250 -0.166 0.397
H -2.879 -2.126 -0.991 -0.231 0.139 0.194 0.364
H -5.213 -2.978 -0.847 0.032 0.289 0.121 0.393
H -6.948 -1.676 0.392 0.320 0.122 -0.022 0.372
H -6.340 0.500 1.464 0.202 -0.200 -0.196 0.391
H -4.015 1.352 1.324 -0.022 -0.321 -0.098 0.375
H -2.537 2.092 -1.786 0.078 0.147 0.194 0.415
H -2.878 4.525 -2.120 0.156 -0.088 0.298 0.408
H -2.015 6.157 -0.438 0.049 -0.404 0.047 0.379
H -0.784 5.328 1.571 -0.145 -0.162 -0.231 0.419
H -0.430 2.902 1.903 -0.159 0.115 -0.214 0.114
```
Positions in Å, forces in eV/Å.

E = -59936.799 eV
E_HOMO (spin up / spin down) = -10.45 / -10.57 eV
Net charge = +1
ΔE to the lowest compared entry with this formula, charge and spin = 97.14 kJ/mol